{
  "formula": "C23H28MgN4O4S6SeSi2Te",
  "method": "the ωB97M-V functional and the def2-TZVPD basis",
  "species": ["Mg", "S", "C", "S", "C", "C", "S", "S", "S", "S", "N", "C", "C", "C", "C", "C", "N", "C", "C", "N", "C", "C", "C", "C", "C", "N", "H", "H", "H", "H", "H", "H", "C", "Si", "C", "C", "C", "Te", "C", "Si", "C", "C", "C", "H", "H", "H", "H", "H", "H", "H", "H", "H", "H", "H", "H", "H", "H", "H", "H", "H", "H", "H", "H", "H", "H", "O", "Se", "O", "O", "O"],
  "positions_angstrom": [[0.69553, -0.32541, 0.29243], [5.08994, 1.19694, 6.14939], [4.07280, 0.99528, 4.83369], [4.55210, 1.20521, 3.20536], [3.04370, 0.80697, 2.40032], [2.03946, 0.43048, 3.23516], [0.40954, -0.04831, 2.84177], [2.46451, 0.42384, 4.93784], [3.02775, 0.95564, 0.66639], [0.13025, 5.31045, -4.99431], [0.22267, 3.70268, -5.17787], [0.25545, 3.18102, -3.96637], [0.37515, 1.76951, -3.65432], [0.49119, 0.76719, -4.61893], [0.61703, -0.53653, -4.20638], [0.64736, -0.82275, -2.83755], [0.53546, 0.12723, -1.91949], [0.38330, 1.39837, -2.30956], [0.21494, 2.39701, -1.24118], [0.13840, 1.92400, 0.00365], [0.01312, 2.77969, 1.00500], [-0.05816, 4.15934, 0.80734], [0.00524, 4.65745, -0.47308], [0.14328, 3.76154, -1.53123], [0.16238, 4.15841, -2.92542], [0.06128, 5.39381, -3.37758], [0.47927, 1.03590, -5.66770], [0.69716, -1.34726, -4.91677], [0.73338, -1.84410, -2.47640], [-0.01321, 2.32683, 1.99208], [-0.15754, 4.81556, 1.66076], [-0.05550, 5.71863, -0.67783], [-5.16520, -2.97309, 2.57804], [-4.51766, -2.66878, 0.83322], [-3.35425, -4.02791, 0.33903], [-6.01131, -2.64751, -0.31791], [-3.67906, -0.99740, 0.82510], [-2.95676, -0.41960, -1.10494], [-4.81427, 0.61123, -1.62523], [-4.75366, 2.42400, -1.21585], [-4.45718, 2.70859, 0.61225], [-3.38229, 3.24321, -2.19482], [-6.38316, 3.25985, -1.68040], [-5.68081, -3.93422, 2.65261], [-5.86502, -2.18904, 2.87965], [-4.33827, -2.97957, 3.29148], [-3.87901, -4.98550, 0.27028], [-2.53659, -4.13592, 1.05628], [-2.88450, -3.82522, -0.62686], [-6.48171, -3.63454, -0.33743], [-5.70700, -2.40132, -1.33780], [-6.76458, -1.92266, 0.00280], [-2.77250, -1.03847, 1.43128], [-4.31370, -0.19100, 1.19623], [-5.63348, 0.09125, -1.12451], [-4.95096, 0.46126, -2.69966], [-3.49776, 2.28389, 0.91584], [-5.23983, 2.24815, 1.22027], [-4.44172, 3.77760, 0.84027], [-2.41594, 2.88234, -1.84043], [-3.40015, 4.33058, -2.08256], [-3.45951, 3.01239, -3.26140], [-7.22005, 2.81816, -1.13364], [-6.58733, 3.14804, -2.74829], [-6.36024, 4.32909, -1.45347], [1.56750, -2.16924, -0.05916], [0.13858, -3.02237, -0.10016], [-0.13501, -3.55936, -1.61476], [-0.89339, -1.72323, 0.21123], [0.00118, -4.17451, 1.01642]],
  "forces_ev_per_a": [[0.46, -0.06, 0.56], [-0.01, 0.12, 0.04], [0.06, -0.36, -0.08], [-0.06, 0.14, 0.00], [-0.04, 0.06, 0.04], [0.06, 0.08, 0.03], [-0.01, -0.06, -0.12], [-0.04, 0.14, -0.01], [-0.04, -0.15, -0.13], [-0.26, -0.02, 0.00], [0.23, 0.02, -0.02], [-0.08, -0.01, 0.02], [-0.04, 0.01, 0.04], [0.01, 0.01, -0.03], [0.00, -0.01, 0.01], [0.02, 0.02, -0.04], [0.05, -0.02, 0.00], [-0.02, 0.00, 0.00], [0.01, 0.00, -0.03], [-0.19, -0.03, 0.01], [-0.01, 0.02, 0.00], [0.01, -0.01, 0.00], [-0.02, 0.03, 0.01], [-0.03, -0.05, -0.01], [-0.07, -0.02, -0.01], [0.22, 0.04, 0.00], [0.00, 0.00, 0.00], [0.00, -0.01, 0.01], [0.00, 0.01, -0.01], [-0.01, 0.00, 0.00], [0.00, 0.00, 0.01], [0.00, 0.00, 0.00], [0.00, 0.00, 0.00], [-0.01, 0.04, 0.01], [0.04, -0.02, -0.01], [0.00, -0.02, -0.01], [0.08, 0.03, 0.02], [-0.06, -0.07, -0.02], [0.05, 0.00, 0.00], [-0.02, -0.02, 0.03], [0.00, 0.00, -0.01], [0.01, 0.03, -0.06], [0.00, 0.00, -0.01], [0.00, -0.01, -0.01], [0.00, 0.00, 0.01], [0.00, 0.00, 0.00], [-0.02, 0.00, 0.00], [0.00, 0.01, -0.01], [-0.02, 0.00, -0.01], [-0.01, 0.00, 0.00], [0.00, 0.01, 0.00], [0.00, 0.01, 0.00], [-0.03, 0.01, 0.03], [-0.03, 0.02, -0.01], [0.01, -0.02, 0.01], [-0.03, 0.02, -0.01], [0.01, -0.02, 0.01], [0.01, 0.00, 0.01], [0.01, 0.01, 0.00], [0.01, -0.02, 0.00], [0.01, 0.01, 0.01], [0.00, 0.00, 0.01], [0.00, 0.00, 0.00], [-0.01, 0.00, -0.01], [0.00, 0.01, 0.00], [-0.09, -0.05, -0.04], [-0.05, 0.05, -0.20], [-0.02, -0.03, 0.02], [-0.03, 0.18, -0.12], [0.01, -0.01, 0.06]],
  "lowdin_charge": [0.286, 0.347, -1.562, 0.848, -1.168, -1.151, 0.495, 0.856, 0.459, 0.946, -0.228, -0.300, -0.088, 0.000, -0.017, -0.067, 0.096, -0.143, -0.169, 0.065, -0.113, -0.023, 0.000, -0.108, -0.306, -0.224, 0.112, 0.109, 0.082, 0.059, 0.106, 0.113, -0.192, 0.389, -0.179, -0.203, -0.559, 1.287, -0.604, 0.363, -0.188, -0.180, -0.199, 0.019, 0.019, 0.030, 0.030, 0.026, 0.023, 0.020, 0.014, 0.020, 0.003, 0.001, -0.013, -0.005, 0.020, 0.027, 0.026, 0.001, 0.034, 0.036, 0.020, 0.020, 0.019, -0.519, 0.737, -0.505, -0.684, -0.468],
  "homo_energy_ev": -1.25,
  "gap_ev": 4.248,
  "spin_multiplicity": 1,
  "total_charge": -2,
  "e_above_lowest_ev": 0.2882,
  "total_energy_ev": -197314.714
}